Record 1
Below is 3 unconnected molecules or ions with the total composition C14H40F3N7O3P3, with properties calculated with ωB97M-V/def2-TZVPD.

Last column: Löwdin charge in e.
CARTESIAN COORDINATES (ANGSTROEM)
N1 -0.8325 0.8790 1.6125  -0.401
P1 -2.1239 1.8403 1.4059  0.640
C1 -3.6303 0.8392 0.9261  -0.398
O1 -3.8095 0.9882 -0.5264  -0.216
C2 -4.9125 1.4059 1.6726  -0.538
F1 -4.9076 1.0164 3.0285  0.017
F2 -6.0375 0.8622 1.0382  0.031
F3 -5.0448 2.8120 1.6594  0.000
H1 -0.4870 0.9767 2.5801  -0.103
H2 -2.4015 2.5770 2.6007  -0.017
H3 -1.7910 2.7583 0.3587  -0.030
H4 -3.4597 0.1501 -0.8783  0.061
O2 -0.1886 -0.5468 -4.8970  -0.329
P2 -1.5059 0.2400 -4.7658  0.765
N2 -1.9610 0.0114 -6.3984  -0.358
C3 -2.0128 0.9448 -7.4971  -0.148
C4 -2.1396 -1.3640 -6.8462  -0.140
N3 -0.6865 1.7288 -4.4409  -0.344
C5 -0.4860 2.7825 -5.4127  -0.144
C6 0.5341 1.6034 -3.6387  -0.150
N4 -3.0314 1.0644 -4.4835  -0.281
C7 -4.2727 0.8543 -5.2025  -0.118
C8 -3.1725 2.0726 -3.4397  -0.128
H5 -2.8844 0.7389 -8.1317  0.076
H6 -1.1137 0.8860 -8.1234  0.085
H7 -2.1575 1.9737 -7.1858  0.051
H8 -2.9979 -1.8203 -6.3394  0.066
H9 -1.2584 -1.9787 -6.6364  0.067
H10 -2.3255 -1.4360 -7.9202  0.074
H11 0.0735 2.4336 -6.2880  0.080
H12 0.0664 3.6194 -4.9752  0.079
H13 -1.4398 3.2199 -5.7167  0.063
H14 1.3962 1.3167 -4.2532  0.075
H15 0.4110 0.8602 -2.8506  0.076
H16 0.7691 2.5485 -3.1405  0.078
H17 -4.3830 1.5837 -6.0107  0.086
H18 -5.1437 0.9570 -4.5475  0.082
H19 -4.3508 -0.1503 -5.6201  0.070
H20 -3.0833 3.0819 -3.8612  0.086
H21 -2.4263 1.9600 -2.6536  0.072
H22 -4.1380 2.0133 -2.9301  0.072
O3 2.0674 0.3817 5.0147  -0.315
P3 2.6913 -0.8504 4.3372  0.778
N5 1.8369 -1.9630 5.3102  -0.360
C9 2.2950 -2.8269 6.3707  -0.150
C10 0.3788 -1.9231 5.2314  -0.123
N6 4.2779 -0.4624 4.9145  -0.347
C11 4.9140 -1.0944 6.0513  -0.144
C12 4.5927 0.9684 4.9480  -0.158
N7 3.3764 -2.2114 3.4602  -0.290
C13 2.7708 -3.5169 3.2817  -0.116
C14 4.6725 -2.1190 2.8045  -0.136
H23 1.7744 -3.7920 6.3277  0.076
H24 2.1157 -2.3866 7.3597  0.086
H25 3.3433 -3.0954 6.2902  0.048
H26 0.0432 -2.2360 4.2371  0.073
H27 -0.0122 -0.9186 5.4175  0.072
H28 -0.0993 -2.5865 5.9554  0.076
H29 4.3309 -0.9698 6.9702  0.083
H30 5.9091 -0.6744 6.2278  0.078
H31 5.0999 -2.1529 5.8559  0.062
H32 4.1967 1.4506 5.8495  0.078
H33 4.1833 1.4805 4.0766  0.073
H34 5.6754 1.1280 4.9231  0.073
H35 3.1315 -4.2209 4.0380  0.085
H36 3.0044 -3.9426 2.3002  0.079
H37 1.6820 -3.4824 3.3217  0.077
H38 5.4583 -2.5539 3.4344  0.082
H39 4.9455 -1.0884 2.5750  0.078
H40 4.6907 -2.6456 1.8444  0.074

Values from the calculation:
Electronic energy, Eh: -2489.86412
Maximum force, eV/Å: 7.06
Net charge: -1

Record 2
Below is a molecular structure, C7H16O2Si, with properties calculated with ωB97M-V/def2-TZVPD.

Last column: Löwdin charge in e.
CARTESIAN COORDINATES (ANGSTROEM)
C1 0.4713 2.1231 0.4277  -0.097
C2 -0.2843 1.5215 -0.4549  -0.243
C3 2.4596 -1.1742 -0.7906  0.013
C4 -1.0030 -1.4032 -1.1893  -0.177
C5 -3.2844 0.8237 -0.6626  -0.195
C6 -1.7748 -0.4136 1.6320  -0.196
C7 2.6631 0.0053 0.1015  -0.121
O1 4.4433 -0.6497 1.6552  -0.222
O2 3.3738 0.4613 0.8634  0.086
Si1 -1.5933 0.1223 -0.1903  0.555
H1 1.0920 2.9884 0.2084  0.066
H2 0.4973 1.7166 1.4122  0.041
H3 -0.3073 2.0257 -1.4178  0.052
H4 3.0555 -1.9496 -0.4325  0.070
H5 1.4321 -1.3989 -1.0446  0.036
H6 2.6836 -0.9575 -1.8050  0.090
H7 -0.2621 -1.9217 -0.6298  -0.001
H8 -1.7473 -2.1238 -1.3601  0.013
H9 -0.5543 -1.1704 -2.1012  0.005
H10 -3.6948 1.4803 0.1285  0.039
H11 -3.4438 1.2450 -1.6662  0.033
H12 -4.0111 0.0254 -0.5063  0.019
H13 -0.8623 -0.9086 2.0958  0.051
H14 -1.8432 0.5517 2.1437  0.014
H15 -2.7881 -0.8947 1.7757  0.046
H16 5.2826 -0.1242 1.8069  0.026

Values from the calculation:
Electronic energy, Eh: -716.07989
Maximum force, eV/Å: 4.16

Record 3
Below is 6 unconnected molecules or ions with the total composition C12H38N2O6, with properties calculated with ωB97M-V/def2-TZVPD.

Last column: Löwdin charge in e.
CARTESIAN COORDINATES (ANGSTROEM)
C1 -4.9257 -8.7630 4.4128  -0.194
O1 -4.8251 -7.3745 4.4186  -0.142
H1 -5.9240 -9.1399 4.6716  0.070
H2 -4.5731 -9.2469 3.4968  0.077
H3 -4.3186 -9.2139 5.2060  0.074
H4 -5.3863 -7.0039 3.7097  0.021
C2 -2.8284 -5.5715 -1.3969  -0.154
O2 -2.2720 -5.8363 -2.6914  -0.130
H5 -3.9136 -5.5328 -1.4124  0.072
H6 -2.5007 -6.2959 -0.6501  0.068
H7 -2.4891 -4.5640 -1.1410  0.068
H8 -1.3285 -5.9711 -2.5929  0.065
C3 -6.0624 -5.9631 1.0968  -0.094
O3 -6.4744 -6.5581 2.3542  -0.199
H9 -6.9336 -5.9192 0.4501  0.081
H10 -5.6166 -5.0005 1.3588  0.065
H11 -5.2408 -6.5922 0.7590  0.074
H12 -7.2982 -6.1107 2.6689  0.031
C4 -3.8086 -1.4392 0.8632  -0.183
O4 -3.4800 -2.7993 0.7731  -0.165
H13 -4.8731 -1.3361 1.0999  0.071
H14 -3.2649 -0.8818 1.6335  0.070
H15 -3.5993 -0.9605 -0.0900  0.073
H16 -3.5333 -3.2480 1.6469  0.019
C5 -8.7994 -7.1231 4.8856  -0.049
C6 -9.4969 -7.0065 3.5245  -0.411
C7 -10.9983 -7.1305 3.7191  -0.238
O5 -11.6552 -7.1080 2.4751  -0.177
C8 -13.0159 -7.4078 2.6260  -0.122
N1 -9.1128 -5.7084 2.9284  0.042
H17 -9.2425 -6.3820 5.5648  0.083
H18 -7.7508 -6.8533 4.7978  0.064
H19 -8.9602 -8.0715 5.3970  0.083
H20 -9.1973 -7.8210 2.8627  0.147
H21 -11.3460 -6.2734 4.3219  0.130
H22 -11.2668 -8.0079 4.3203  0.130
H23 -13.1945 -8.4263 2.9701  0.089
H24 -13.5782 -7.2000 1.7166  0.088
H25 -13.4727 -6.7021 3.3369  0.089
H26 -9.5593 -5.7038 2.0104  0.094
H27 -9.5554 -4.9705 3.4693  0.094
C9 -2.1839 -5.7412 2.6096  -0.058
C10 -2.5253 -4.7592 3.7159  -0.407
C11 -1.3635 -3.7851 3.7923  -0.214
O6 -1.7483 -2.6539 4.5462  -0.192
C12 -0.7184 -1.7273 4.7275  -0.121
N2 -3.7528 -4.0487 3.3562  0.057
H28 -1.8986 -5.2256 1.6894  0.069
H29 -3.0249 -6.3830 2.3422  0.067
H30 -1.3452 -6.3814 2.8923  0.087
H31 -2.5954 -5.2451 4.6923  0.140
H32 -1.0835 -3.4483 2.7856  0.127
H33 -0.4721 -4.2621 4.2146  0.132
H34 -1.0585 -0.8787 5.3147  0.087
H35 -0.3325 -1.3009 3.7865  0.089
H36 0.1503 -2.2294 5.1783  0.088
H37 -3.8972 -3.2676 3.9946  0.092
H38 -4.5978 -4.5961 3.5021  0.080

Values from the calculation:
Electronic energy, Eh: -1040.85781
SMILES: COC[C@H](C)N.COC[C@H](C)N.CO.CO.CO.CO
Maximum force, eV/Å: 1.95

- What is the maximum force in the third record?
  1.95 eV/Å

- What is the electronic energy in the third record?
  -1040.85781 Eh